C3H10N2O | the ωB97M-V functional and the def2-TZVPD basis

The geometry in ORCA input format:
```
! wB97M-V def2-TZVPD RIJCOSX def2/J DEFGRID3
* xyz 0 1
C -1.10066 1.42078 -1.25077
C 1.16567 1.03278 -0.86202
N -0.05252 0.67257 -0.59137
H -1.88934 1.64018 -0.53641
H -1.64212 0.83608 -1.98369
H -0.75398 2.32652 -1.74160
H 1.39652 1.93906 -1.42627
H 1.93805 0.36166 -0.40545
H -0.44486 -0.45297 -0.16156
N -0.86916 -1.37045 0.75454
C 1.12423 -1.26158 1.53617
O 1.39238 -1.51316 2.71522
H -1.44582 -1.22972 1.59229
H -1.10339 -2.31327 0.46784
H 1.43657 -1.85840 0.64909
H 0.84842 -0.23007 1.24401
*
```

Properties
HOMO-LUMO gap in Ha: 0.277
DFT total energy in eV: -8297.0304
Lowest unoccupied orbital energy in eV: -0.35
HOMO level in eV: -7.880